No. 1
Density functional theory data (ωB97M-V/def2-TZVPD) for a cluster of 11 separate species, C5H34NO10S in total in a non-equilibrium geometry.

Structure (XYZ):
```
51
C5H34NO10S (ωB97M-V/def2-TZVPD)
S -0.4727 0.8351 -3.5844
O -0.2472 -3.4064 -1.4298
O 1.3955 -1.0793 4.3304
O 3.3830 -2.1975 0.9282
O -1.8059 1.4930 3.6836
O -0.9600 -1.8902 1.3245
O -1.2510 -1.9662 -3.1912
O -2.9499 -1.8155 -0.6307
O -0.8509 2.4811 1.2936
O 1.0782 4.0152 -0.0566
O -3.9616 0.6529 1.7078
N 1.2777 -0.2287 1.0145
C 1.0192 0.1660 -2.8060
C 2.7143 1.2170 -0.3033
C -1.2020 1.8110 -2.1486
C 1.0761 -0.4637 -1.3402
C 1.3223 0.6369 -0.2853
H -1.6113 -1.6565 0.6165
H -2.1984 -2.2526 -1.0521
H 1.3151 4.7659 0.4886
H -1.1265 -0.9817 -3.4385
H 3.0463 -2.9526 1.4211
H -3.6925 -2.4239 -0.6796
H 2.8816 1.8317 0.5928
H 1.4219 -0.1946 4.7372
H 4.0061 -2.5179 0.2709
H -0.8451 -2.8029 0.9917
H -0.2089 -3.4524 -2.3797
H -2.0007 0.8919 4.4107
H 1.8751 -1.2224 -1.4161
H 1.7897 1.0127 -2.6516
H 3.5770 0.5386 -0.2369
H -1.4670 1.3238 -1.2165
H 0.5111 -0.9046 0.9082
H 0.1826 3.7157 0.0756
H 1.2728 -0.7313 3.4360
H -0.6432 3.0855 2.0243
H 2.1808 -0.7550 0.9975
H 0.4789 1.3758 -0.3290
H -2.1466 2.0593 -2.6316
H 1.4872 -0.4132 -3.6339
H -1.7827 2.7640 1.2746
H -1.4368 -2.4675 -3.9956
H 0.0547 -0.7774 -1.1532
H -4.1408 -0.1466 1.1792
H 2.8526 2.0073 -1.1435
H -0.5081 2.6480 -2.2182
H -4.6267 0.5823 2.4011
H -2.0733 1.0170 2.8850
H 1.4531 0.2883 1.8858
H 0.5569 -3.5150 -0.9277
```

Computed properties:
HOMO (spin up / spin down): -16.0 / -16.0 eV
2S+1: 2
Charge: +2
Kohn-Sham gap (spin up / spin down): 9.626 / 4.638 eV

Here are the Mulliken charges for atoms 1 to 8, given in e:
1 S 0.257
2 O -0.553
3 O -0.601
4 O -0.641
5 O -0.590
6 O -0.728
7 O -0.479
8 O -0.616

***

No. 2
Density functional theory data (ωB97M-V/def2-TZVPD) for a cluster of 4 separate species, C3H13NO4 in total in a non-equilibrium geometry.

Structure (XYZ):
```
21
C3H13NO4 (ωB97M-V/def2-TZVPD)
O -0.0613 3.4926 -1.9981
O 2.2104 2.1602 0.1240
O -3.1796 -2.8238 0.7257
O -0.5350 -2.0783 -1.3509
N 0.0963 -0.7718 0.3822
C -0.6830 0.3453 -0.0802
C 0.0808 -1.9345 -0.3070
C 1.0313 -0.6072 1.4807
H 3.0923 2.5514 0.1087
H -1.6647 0.3070 0.3742
H -0.4398 2.9641 -2.7178
H -0.0774 2.9416 -1.2029
H -2.8006 -3.5569 0.2301
H 1.1657 0.4473 1.6392
H -2.7079 -2.0480 0.4079
H -0.3242 1.3256 0.2181
H 2.0014 -1.0674 1.3270
H 0.6699 -2.7622 0.0899
H -0.6813 0.3565 -1.1696
H 2.1342 1.7098 -0.7330
H 0.6724 -0.9512 2.4518
```

Computed properties:
HOMO: -9.7 eV
2S+1: 1
ΔE to the lowest compared entry with this formula, charge and spin: 34.85 kcal/mol
Kohn-Sham gap: 10.018 eV
SMILES string: CN(C)C=O.O.O.O

Here are the Mulliken charges for atoms 1 to 8, given in e:
1 O -0.669
2 O -0.586
3 O -0.652
4 O -0.562
5 N 0.218
6 C -1.052
7 C -0.087
8 C -0.972

***

No. 3
Density functional theory data (ωB97M-V/def2-TZVPD) for an isolated molecule of C5H9NO2 in a non-equilibrium geometry.

Structure (XYZ):
```
17
C5H9NO2 (ωB97M-V/def2-TZVPD)
O -1.4176 0.4265 -0.9501
O -1.4019 -1.4258 0.6714
N 0.9024 -1.8864 -0.0822
C -0.0723 0.5195 0.0099
C -0.4296 1.3474 1.2197
C -1.4509 -0.9384 -0.7041
C 1.0665 1.0606 -0.8112
C -0.1849 -0.9581 0.1187
H -0.6625 2.3752 0.9247
H 2.0317 0.7195 -0.4257
H 1.0714 2.1528 -0.8563
H -1.2913 0.9377 1.7509
H 0.5357 -2.8308 -0.1777
H 0.9645 0.7008 -1.8424
H 1.5168 -1.9022 0.7281
H -1.6019 -1.6805 -1.4816
H 0.4239 1.3821 1.9078
```

Computed properties:
HOMO: -8.6 eV
2S+1: 1
ΔE to the lowest compared entry with this formula, charge and spin: 77.13 kcal/mol
Kohn-Sham gap: 9.479 eV
SMILES string: CC1(C)O[C@@H]2O[C@@]21N

Here are the Mulliken charges for atoms 1 to 8, given in e:
1 O -0.506
2 O -0.496
3 N -0.573
4 C 1.620
5 C -1.495
6 C -0.181
7 C -1.430
8 C 0.053

***

No. 4
Density functional theory data (ωB97M-V/def2-TZVPD) for a cluster of 15 separate species, H30O15 in total in a non-equilibrium geometry.

Structure (XYZ):
```
45
H30O15 (ωB97M-V/def2-TZVPD)
O -2.1501 0.1020 -1.1112
O 0.4669 2.1974 4.0275
O 0.6342 3.8782 -0.4922
O -4.1935 -1.4865 -0.4605
O 0.5041 -2.1872 -4.7648
O 3.2641 0.8826 1.4704
O -0.2363 -2.1994 -1.8830
O -1.8456 -3.2071 1.0584
O 0.1605 -0.0837 -0.2153
O -0.4575 0.5118 4.5749
O 2.4517 -3.5496 -3.1256
O 1.3904 -0.9559 -2.1902
O -1.2216 2.8137 0.6364
O 1.4438 -1.3410 0.7858
O -0.4966 4.5502 1.6861
H 1.4814 3.4486 -0.3437
H -2.2417 -3.1151 0.2535
H 0.9815 4.7934 -0.7366
H -3.8982 -0.7788 0.0757
H 1.4093 -1.7567 1.6377
H -0.7409 -2.6547 -2.5530
H -1.3456 0.1992 -1.6759
H -2.6579 0.8808 -1.3494
H -0.1332 0.5843 5.4482
H -1.5192 2.5688 1.5333
H -0.4311 -0.8155 -0.2339
H -1.8554 2.5634 -0.1198
H -3.6873 -1.3986 -1.3426
H 1.6647 0.0327 -2.2051
H -0.2325 2.4868 4.5867
H 3.7247 1.2785 2.2220
H 2.6344 0.3075 2.0197
H -0.3802 0.5658 0.2666
H 0.0286 -2.7730 -1.0864
H 0.0389 3.8088 1.7182
H -1.0577 -2.7197 0.8247
H 2.3642 -1.4225 0.3798
H 2.0166 -3.3983 -3.9552
H 2.4488 -2.5624 -2.7890
H -0.8412 -0.3720 4.4460
H 0.7709 -2.8231 -5.4819
H 0.2929 -2.7647 -4.1022
H -0.0125 2.1416 3.1033
H 1.8424 -1.1440 -1.3146
H -0.3795 4.9131 0.7770
```

Computed properties:
HOMO: -9.6 eV
2S+1: 1
ΔE to the lowest compared entry with this formula, charge and spin: 223.61 kcal/mol
Kohn-Sham gap: 9.387 eV

Here are the Mulliken charges for atoms 1 to 8, given in e:
1 O -0.452
2 O -0.664
3 O -0.645
4 O -0.631
5 O -0.571
6 O -0.593
7 O -0.464
8 O -0.628

***

No. 5
Density functional theory data (ωB97M-V/def2-TZVPD) for an isolated molecule of C5H9NO2 in a non-equilibrium geometry.

Structure (XYZ):
```
17
C5H9NO2 (ωB97M-V/def2-TZVPD)
O 1.3494 -1.5803 -1.0673
O -1.0058 -2.2019 -0.1889
N 0.1933 0.4568 -0.8098
C 2.2768 0.0470 0.4229
C -0.9185 -1.0079 0.4860
C 1.1571 -0.5636 -0.3955
C -0.9691 0.2407 -0.1666
C -1.9412 1.3452 0.0629
H 3.0523 -0.7039 0.5689
H -2.9580 0.9634 -0.0346
H -1.5386 -1.0826 1.3784
H -1.8081 2.1847 -0.6202
H 0.3801 1.2862 -1.3619
H -0.1492 -2.3497 -0.6620
H -1.8418 1.7066 1.0898
H 1.9517 0.3931 1.4028
H 2.7694 0.8662 -0.1046
```

Computed properties:
HOMO: -7.4 eV
2S+1: 1
ΔE to the lowest compared entry with this formula, charge and spin: 75.91 kcal/mol
Kohn-Sham gap: 7.701 eV
SMILES string: CC(=O)N/C(C)=C\O

Here are the Mulliken charges for atoms 1 to 8, given in e:
1 O -0.656
2 O -0.518
3 N -0.124
4 C -1.254
5 C -0.594
6 C 0.651
7 C 0.792
8 C -1.252

***

Q: Which DFT total energy values were calculated for the entries above? A: -1415.54072; -477.80198; -401.05384; -1146.28373; -401.05580, in a.u..
Q: Which molar mass values were calculated for the entries above? A: 300.4; 127.1; 115.1; 270.2; 115.1, in g mol⁻¹.